--- 1 ---
An isolated molecule of C4H9N. Source: the OMol25 dataset; level of theory: wB97M-V/def2-TZVPD.

Properties
Structure (SMILES): C=C(C)NC
Orbital gap (eV): 9.2
Total charge: 0
HOMO level (eV): -8.1

Cartesian coordinates (Å):
C  0.04  -1.32  0.62
C  0.64  -0.17  -0.13
C  1.85  -0.20  -0.69
C  -1.54  1.03  0.07
N  -0.07  1.06  0.02
H  -0.69  -1.79  -0.04
H  -0.44  -0.95  1.51
H  0.87  -1.97  0.86
H  2.48  -1.05  -0.47
H  2.32  0.62  -1.22
H  -2.00  0.46  -0.75
H  -1.87  2.05  -0.04
H  -1.84  0.60  1.02
H  0.23  1.62  -0.76

--- 2 ---
An isolated molecule of C4H9N. Source: the OMol25 dataset; level of theory: wB97M-V/def2-TZVPD.

Properties
Structure (SMILES): C[C@H]1C[C@H]1N
Orbital gap (eV): 9.6
Total charge: 0
HOMO level (eV): -8.5

Cartesian coordinates (Å):
C  0.69  1.54  0.05
C  0.94  0.10  0.30
C  -0.09  -1.01  1.05
C  -0.17  -0.68  -0.41
H  1.12  1.78  -1.05
H  1.32  1.93  0.87
H  -0.22  1.96  0.41
H  1.94  -0.36  0.16
H  0.19  -1.86  1.48
H  -0.73  -0.21  1.74
H  0.07  -1.79  -0.98
H  -1.41  -0.33  -1.98
H  -2.29  -0.82  -0.68
N  -1.37  -0.26  -0.96

--- 3 ---
An isolated molecule of C4H9N. Source: the OMol25 dataset; level of theory: wB97M-V/def2-TZVPD.

Properties
Structure (SMILES): CNC1CC1
Orbital gap (eV): 9.9
Total charge: 0
HOMO level (eV): -8.7

Cartesian coordinates (Å):
C  -0.79  1.41  -0.92
C  0.44  0.09  0.42
C  1.25  -1.18  0.79
C  -0.30  -1.15  0.77
H  -0.71  2.20  -0.21
H  -1.03  1.93  -1.92
H  -1.70  0.87  -0.71
H  0.22  -0.18  -1.55
H  0.37  0.97  1.03
H  1.76  -1.12  1.77
H  1.89  -1.64  -0.07
H  -0.84  -1.51  -0.10
H  -0.91  -1.30  1.62
N  0.33  0.62  -0.91

--- 4 ---
An isolated molecule of C4H9N. Source: the OMol25 dataset; level of theory: wB97M-V/def2-TZVPD.

Properties
Structure (SMILES): C[C@H]1C[C@H]1N
Orbital gap (eV): 10.4
Total charge: 0
HOMO level (eV): -9.3

Cartesian coordinates (Å):
C  0.74  1.61  -0.02
C  -0.51  0.75  0.26
C  -1.07  -0.16  -0.82
C  -0.33  -0.75  0.39
H  1.04  2.02  0.94
H  0.48  2.45  -0.73
H  1.57  0.97  -0.47
H  -1.24  1.19  0.92
H  -2.13  -0.41  -0.82
H  -0.56  -0.25  -1.79
H  -0.97  -1.28  1.14
H  1.41  -1.43  1.06
H  0.81  -2.38  -0.14
N  0.94  -1.37  0.16

Which of them is the least stable? Correct choice: 2.

--- 1 ---
A cluster of 2 separate species, C4H9N in total. Source: the OMol25 dataset; level of theory: wB97M-V/def2-TZVPD.

Properties
Structure (SMILES): C=CC.C=N
Orbital gap (eV): 10.6
Total charge: 0
HOMO level (eV): -9.6

Cartesian coordinates (Å):
C  0.07  3.11  3.23
N  1.30  3.15  3.00
H  -0.31  2.25  3.79
H  -0.77  3.75  2.95
H  1.52  3.94  2.39
C  -0.84  -2.36  -0.95
C  -0.16  -1.93  -2.22
C  0.80  -1.04  -2.38
H  -0.25  -2.44  -0.05
H  -1.60  -1.61  -0.71
H  -1.41  -3.27  -1.14
H  -0.59  -2.41  -3.09
H  1.14  -0.69  -3.33
H  1.11  -0.44  -1.52

--- 2 ---
An isolated molecule of C4H9N. Source: the OMol25 dataset; level of theory: wB97M-V/def2-TZVPD.

Properties
Structure (SMILES): C/C=C(/C)N
Orbital gap (eV): 8.9
Total charge: 0
HOMO level (eV): -7.8

Cartesian coordinates (Å):
C  0.07  -1.30  -1.56
N  -1.41  -0.10  0.58
C  -0.06  0.32  0.31
C  0.67  -0.22  -0.74
C  0.52  1.33  1.27
H  0.99  -1.87  -1.81
H  -0.47  -1.04  -2.44
H  -0.59  -1.82  -0.96
H  -1.70  -1.03  0.68
H  -1.93  0.62  1.10
H  1.65  0.13  -1.04
H  0.39  2.49  1.12
H  0.25  1.27  2.36
H  1.62  1.22  1.12

--- 3 ---
A cluster of 2 separate species, C4H9N in total. Source: the OMol25 dataset; level of theory: wB97M-V/def2-TZVPD.

Properties
Orbital gap (eV): 8.2
Total charge: 0
HOMO level (eV): -7.0

Cartesian coordinates (Å):
C  1.49  0.67  -1.08
C  0.38  0.49  -0.12
C  -0.83  1.15  0.38
N  -0.71  -0.24  -0.03
C  -1.34  -1.37  0.10
H  2.26  1.32  -0.64
H  1.97  -0.28  -1.32
H  1.16  1.14  -2.02
H  0.85  -0.87  1.53
H  -1.48  1.76  -0.26
H  -0.95  1.33  1.46
H  -0.88  -2.27  -0.30
H  0.39  -1.44  1.72
H  -2.31  -1.38  0.57

Which of them is the least stable? Correct choice: 3.

--- 1 ---
A cluster of 2 separate species, C4H9N in total. Source: the OMol25 dataset; level of theory: wB97M-V/def2-TZVPD.

Properties
Orbital gap (eV): 7.5
Total charge: 0
HOMO level (eV): -7.6

Cartesian coordinates (Å):
C  2.12  0.15  -0.15
N  1.11  -0.77  0.34
C  -0.08  -0.03  0.72
C  -2.33  0.53  -0.48
C  -1.08  -0.06  -0.18
H  1.73  0.62  -1.05
H  2.42  0.91  0.59
H  3.05  -0.37  -0.39
H  1.38  -1.24  1.20
H  -1.11  0.71  -1.74
H  0.02  0.85  1.36
H  -2.80  0.08  -1.34
H  -2.84  1.29  0.10
H  -0.93  -0.93  -0.82

--- 2 ---
An isolated molecule of C4H9N. Source: the OMol25 dataset; level of theory: wB97M-V/def2-TZVPD.

Properties
Structure (SMILES): C=CNCC
Orbital gap (eV): 8.7
Total charge: 0
HOMO level (eV): -7.6

Cartesian coordinates (Å):
C  0.46  1.92  1.34
C  0.27  0.97  0.41
N  0.12  -0.38  0.63
C  -0.35  -1.37  -0.34
C  -0.38  -0.91  -1.78
H  0.44  2.94  1.00
H  0.34  1.62  2.38
H  0.05  1.35  -0.57
H  0.19  -0.78  1.55
H  0.32  -2.24  -0.28
H  -1.34  -1.71  -0.03
H  -0.55  0.16  -1.90
H  0.42  -1.13  -2.49
H  -1.25  -1.35  -2.27

--- 3 ---
An isolated molecule of C4H9N. Source: the OMol25 dataset; level of theory: wB97M-V/def2-TZVPD.

Properties
Structure (SMILES): NC1CCC1
Orbital gap (eV): 10.3
Total charge: 0
HOMO level (eV): -9.1

Cartesian coordinates (Å):
C  -0.60  0.10  -0.36
C  0.48  1.12  0.09
C  1.48  -0.02  -0.06
C  0.36  -1.01  0.09
H  -2.07  -0.02  1.04
H  -2.50  -0.56  -0.41
H  -0.74  0.18  -1.44
H  0.61  2.06  -0.48
H  0.30  1.41  1.14
H  2.25  -0.12  0.69
H  1.89  -0.09  -1.07
H  0.15  -1.25  1.14
H  0.34  -1.97  -0.43
N  -1.95  0.17  0.05

Which of them is the least stable? Correct choice: 1.

--- 1 ---
A structure of composition C4H9N. Source: the OMol25 dataset; level of theory: wB97M-V/def2-TZVPD.

Properties
Orbital gap (eV): 10.2
Total charge: 0
HOMO level (eV): -9.0

Cartesian coordinates (Å):
C  0.37  0.25  -0.73
C  -0.64  0.49  0.29
C  -1.97  -0.22  0.14
C  1.73  -0.51  0.12
N  2.93  -0.30  0.05
H  3.39  0.24  -0.67
H  0.11  -0.53  -1.44
H  0.80  1.13  -1.20
H  -0.05  -0.16  1.34
H  -0.75  1.54  0.56
H  1.01  -0.69  1.24
H  -2.52  0.14  -0.73
H  -1.82  -1.30  0.01
H  -2.60  -0.08  1.01

--- 2 ---
A cluster of 2 separate species, C4H9N in total. Source: the OMol25 dataset; level of theory: wB97M-V/def2-TZVPD.

Properties
Structure (SMILES): C=NC.C=C
Orbital gap (eV): 10.1
Total charge: 0
HOMO level (eV): -9.5

Cartesian coordinates (Å):
C  2.64  -2.36  2.99
C  2.71  -1.34  2.12
H  2.46  -2.12  4.08
H  3.08  -3.42  2.80
H  2.44  -0.26  2.52
H  2.51  -1.51  1.01
C  -1.64  1.34  -2.92
C  -2.46  1.31  -0.69
N  -2.49  0.82  -1.97
H  -2.10  1.12  -3.94
H  -0.67  0.87  -3.01
H  -1.36  2.37  -2.86
H  -2.87  0.78  0.24
H  -2.24  2.39  -0.37

Which of them is the least stable? Correct choice: 2.

--- 1 ---
An isolated molecule of C4H9N. Source: the OMol25 dataset; level of theory: wB97M-V/def2-TZVPD.

Properties
Structure (SMILES): C1CCNC1
Orbital gap (eV): 10.1
Total charge: 0
HOMO level (eV): -9.0

Cartesian coordinates (Å):
C  1.21  0.42  -0.29
N  0.87  0.02  1.09
C  -0.35  -0.77  1.01
C  -1.10  -0.35  -0.29
C  -0.13  0.61  -1.01
H  1.85  1.30  -0.28
H  1.79  -0.38  -0.77
H  0.66  0.88  1.59
H  -0.07  -1.83  0.94
H  -1.03  -0.77  1.86
H  -2.08  0.11  -0.27
H  -1.11  -1.33  -0.79
H  -0.15  0.44  -2.08
H  -0.37  1.64  -0.71

--- 2 ---
An isolated molecule of C4H9N. Source: the OMol25 dataset; level of theory: wB97M-V/def2-TZVPD.

Properties
Structure (SMILES): C=CCCN
Orbital gap (eV): 10.6
Total charge: 0
HOMO level (eV): -9.4

Cartesian coordinates (Å):
C  -0.99  0.90  0.24
C  -0.53  -0.57  0.05
C  0.95  -0.73  -0.32
C  1.37  -1.39  -1.39
H  -0.17  2.51  1.16
H  -0.52  1.29  2.21
H  -2.09  0.87  0.53
H  -0.82  1.47  -0.64
H  -1.16  -1.01  -0.76
H  -0.78  -1.25  0.94
H  1.68  -0.29  0.41
H  0.71  -1.90  -2.10
H  2.47  -1.39  -1.62
N  -0.12  1.48  1.30

Which of them is the least stable? Correct choice: 2.

--- 1 ---
A structure of composition C4H9N. Source: the OMol25 dataset; level of theory: wB97M-V/def2-TZVPD.

Properties
Orbital gap (eV): 6.1
Total charge: 0
HOMO level (eV): -6.6

Cartesian coordinates (Å):
N  0.70  -0.51  0.78
C  0.16  0.83  0.40
C  -1.28  0.57  -0.04
C  -1.33  -0.83  -0.31
C  0.06  -1.38  -0.16
H  2.72  1.38  0.02
H  0.47  1.47  1.24
H  0.36  1.12  -0.68
H  3.13  1.35  0.64
H  -1.74  1.38  -0.60
H  -1.81  -0.39  0.72
H  -2.08  -1.22  -0.99
H  0.15  -2.40  0.23
H  0.49  -1.37  -1.25

--- 2 ---
A cluster of 2 separate species, C4H9N in total. Source: the OMol25 dataset; level of theory: wB97M-V/def2-TZVPD.

Properties
Structure (SMILES): C=NC.C=C
Orbital gap (eV): 10.9
Total charge: 0
HOMO level (eV): -9.7

Cartesian coordinates (Å):
C  0.84  0.58  2.45
C  -0.32  -0.01  2.18
H  1.06  1.57  2.07
H  1.66  0.10  2.97
H  -0.94  0.39  1.38
H  -0.68  -0.90  2.68
C  0.66  0.32  -1.86
C  -1.34  -0.81  -1.58
N  -0.81  0.29  -1.88
H  1.05  -0.48  -2.49
H  1.02  0.22  -0.83
H  0.97  1.32  -2.16
H  -2.42  -0.88  -1.55
H  -0.75  -1.72  -1.39

--- 3 ---
An isolated molecule of C4H9N. Source: the OMol25 dataset; level of theory: wB97M-V/def2-TZVPD.

Properties
Structure (SMILES): CC/C=C/N
Orbital gap (eV): 8.9
Total charge: 0
HOMO level (eV): -7.7

Cartesian coordinates (Å):
C  1.23  1.60  0.83
C  1.22  0.69  -0.41
C  0.35  -0.55  -0.35
C  -0.97  -0.47  -0.13
N  -1.89  -1.49  -0.15
H  1.00  1.06  1.74
H  2.27  1.97  0.88
H  0.68  2.53  0.69
H  2.20  0.36  -0.76
H  0.86  1.27  -1.27
H  0.69  -1.53  -0.67
H  -1.37  0.52  0.11
H  -2.79  -1.32  0.26
H  -1.59  -2.45  -0.11

--- 4 ---
An isolated molecule of C4H9N. Source: the OMol25 dataset; level of theory: wB97M-V/def2-TZVPD.

Properties
Structure (SMILES): C1CCNC1
Orbital gap (eV): 9.7
Total charge: 0
HOMO level (eV): -8.6

Cartesian coordinates (Å):
C  0.73  0.64  -0.62
C  -0.31  -0.42  -1.08
C  -0.94  -0.93  0.15
C  0.69  0.61  0.73
H  0.73  1.76  -0.86
H  1.71  0.50  -0.92
H  0.30  -1.27  -1.50
H  -1.15  0.04  -1.72
H  -0.47  -1.88  0.22
H  -1.98  -1.24  0.10
H  -1.20  0.80  1.55
H  0.74  1.37  1.49
H  1.60  0.04  1.18
N  -0.45  -0.03  1.28

Which of them is the least stable? Correct choice: 1.